Record 1
ORCA calculation (ωB97M-V/def2-TZVPD) on one molecule with the formula C24H22BrN3O4 in a non-equilibrium geometry.

XYZ file:
```
54
C24H22BrN3O4 ωB97M-V/def2-TZVPD
O -2.005 -4.029 0.070
C -3.014 -3.381 -0.146
C -3.643 -3.242 -1.532
O -4.162 -1.951 -1.746
C -3.273 -0.906 -1.862
C -3.844 0.344 -2.093
C -3.041 1.456 -2.240
C -1.663 1.338 -2.155
C -1.098 0.102 -1.911
C -1.894 -1.023 -1.761
N -3.693 -2.719 0.806
C -3.203 -2.592 2.162
C -2.199 -1.430 2.246
O -2.435 -0.394 2.815
N -1.056 -1.715 1.566
N -0.100 -0.794 1.359
C 0.961 -1.154 0.759
C 2.052 -0.247 0.475
C 3.305 -0.788 0.200
C 4.386 0.037 -0.043
Br 6.091 -0.730 -0.405
C 4.244 1.413 -0.021
C 3.000 1.964 0.224
C 1.886 1.159 0.462
O 0.643 1.619 0.652
C 0.372 2.999 0.514
C -1.122 3.203 0.504
C -1.668 4.298 -0.151
C -3.038 4.492 -0.161
C -3.871 3.588 0.477
C -3.327 2.496 1.130
C -1.957 2.304 1.150
H -2.908 -3.525 -2.295
H -4.500 -3.919 -1.605
H -4.918 0.414 -2.162
H -3.491 2.420 -2.420
H -1.038 2.207 -2.281
H -0.026 0.000 -1.835
H -1.423 -1.976 -1.576
H -4.443 -2.108 0.514
H -2.719 -3.532 2.439
H -4.039 -2.391 2.832
H -0.942 -2.656 1.167
H 1.109 -2.197 0.443
H 3.432 -1.860 0.192
H 5.096 2.052 -0.198
H 2.910 3.038 0.236
H 0.803 3.387 -0.420
H 0.817 3.554 1.356
H -1.021 5.004 -0.655
H -3.455 5.348 -0.672
H -4.941 3.738 0.463
H -3.963 1.789 1.639
H -1.536 1.454 1.661
```

Calculated values
Kohn-Sham gap = 8.55 eV
Relative energy (zero: lowest compared OMol25 entry of this formula, charge and spin) = 0.0 kcal/mol
Structure (SMILES) = O=C(COc1ccccc1)NCC(=O)N/N=C/c1cc(Br)ccc1OCc1ccccc1
Spin multiplicity = 1
Largest force on an atom = 1.16 eV Å⁻¹



Record 2
ORCA calculation (ωB97M-V/def2-TZVPD) on C24H22Cl2O3S3Se2Ti as an isolated structure.

XYZ file:
```
57
C24H22Cl2O3S3Se2Ti ωB97M-V/def2-TZVPD
Ti -0.259 0.175 -1.349
C 3.550 -0.249 -2.111
Se 1.974 0.706 -2.737
C 2.274 2.494 -1.977
C 1.193 3.404 -2.536
Se -0.623 2.652 -2.351
C -1.228 3.638 -0.780
H 3.351 -1.309 -2.240
H 3.737 -0.013 -1.070
H 4.379 0.054 -2.744
H 3.258 2.822 -2.308
H 2.251 2.428 -0.890
H 1.326 3.565 -3.603
H 1.185 4.372 -2.039
H -0.444 3.649 -0.030
H -2.115 3.129 -0.408
H -1.488 4.642 -1.101
Cl -5.794 -4.430 -1.779
C -4.677 -3.132 -1.739
C -5.143 -1.833 -1.480
C -4.282 -0.758 -1.441
Cl -4.848 0.832 -1.133
C -2.913 -0.949 -1.651
O -2.083 0.081 -1.641
C -2.442 -2.265 -1.910
C -1.077 -2.493 -2.167
O -0.163 -1.608 -2.127
C -3.346 -3.350 -1.958
H -6.200 -1.670 -1.311
H -0.753 -3.498 -2.439
H -2.980 -4.347 -2.166
O -0.065 0.075 0.358
C 0.861 -0.191 1.489
C -0.003 -0.184 2.729
C -1.344 0.016 2.834
C -1.794 -0.045 4.183
C -0.784 -0.289 5.056
S 0.724 -0.454 4.265
C 1.799 1.004 1.520
C 1.333 2.283 1.669
C 2.365 3.252 1.731
C 3.602 2.692 1.643
S 3.520 0.989 1.546
C 1.403 -1.580 1.232
C 0.592 -2.682 1.188
C 1.300 -3.886 0.958
C 2.641 -3.685 0.853
S 3.049 -2.038 1.023
H -1.993 0.199 1.989
H -2.823 0.086 4.485
H -0.838 -0.387 6.129
H 0.280 2.500 1.791
H 2.201 4.313 1.859
H 4.563 3.181 1.682
H -0.475 -2.625 1.367
H 0.842 -4.864 0.919
H 3.421 -4.419 0.719
```

Calculated values
Total charge = +2
Kohn-Sham gap = 5.83 eV
Relative energy (zero: lowest compared OMol25 entry of this formula, charge and spin) = 0.0 kcal/mol
Spin multiplicity = 1
Largest force on an atom = 0.79 eV Å⁻¹